Here is an isolated molecule of C5H8N2 in a non-equilibrium geometry from the OMol25 dataset. Energies are from wB97M-V/def2-TZVPD.

Summary:
Frontier orbital gap, eV: 10.25
Energy relative to the best compared isomer or geometry (same formula, charge and spin), kcal per mole: 123.1
Energy, a.u.: -304.6394
LUMO, eV: 1.0

XYZ file:
```
15
Properties=species:S:1:pos:R:3:mulliken_charge:R:1
C -2.049 -0.140 1.554 -0.626
N 0.157 0.619 -0.291 -0.008
H -2.722 -0.308 2.397 0.281
H 0.789 -1.246 -1.621 0.300
H 3.145 1.841 -0.849 0.228
H -2.173 0.943 0.971 0.191
N 1.420 1.215 0.044 -0.467
H 0.969 -1.338 0.437 0.290
C 2.037 1.548 -0.970 -0.346
C -1.100 -0.954 1.225 -0.401
H -1.055 -2.004 1.813 0.171
H 1.680 1.331 -1.909 0.365
C -0.078 -0.746 0.292 0.127
H -0.982 -0.295 -1.893 0.254
C -0.039 -0.467 -1.200 -0.357
```


Here is a structure of composition C5H8N2 from the OMol25 dataset. Energies are from wB97M-V/def2-TZVPD.

Summary:
Frontier orbital gap (spin up / spin down), eV: 6.94 / 6.95
Energy relative to the best compared isomer or geometry (same formula, charge and spin), kcal per mole: 123.7
Energy, a.u.: -304.6384
LUMO (spin up / spin down), eV: 0.3 / 0.3

XYZ file:
```
15
Properties=species:S:1:pos:R:3:mulliken_charge:R:1
C -1.472 -0.509 0.292 -1.162
H -1.920 1.617 -1.145 0.258
N -0.910 1.535 -1.020 -0.700
C 1.377 -1.242 -0.804 -1.090
H 1.426 0.824 -1.262 0.333
H -0.927 -1.342 0.727 0.286
C 1.134 0.103 -0.503 -0.013
N 0.722 0.909 1.943 -0.473
C 1.027 0.703 0.783 0.211
H 1.568 -1.503 -1.831 0.274
H -2.172 -0.918 -0.439 0.371
H -2.041 -0.015 1.084 0.336
C -0.583 0.512 -0.358 0.791
H 1.395 1.339 2.580 0.279
H 1.376 -2.011 -0.048 0.301
```


Here is an isolated molecule of C5H8N2 from the OMol25 dataset. Energies are from wB97M-V/def2-TZVPD.

Summary:
Frontier orbital gap, eV: 8.78
Energy relative to the best compared isomer or geometry (same formula, charge and spin), kcal per mole: 34.5
Energy, a.u.: -304.7805
LUMO, eV: 1.1

XYZ file:
```
15
Properties=species:S:1:pos:R:3:mulliken_charge:R:1
C -0.423 0.523 -0.737 -0.689
C 0.335 0.471 1.372 -0.336
C 0.603 0.949 0.028 0.752
H -1.305 -0.800 2.115 0.367
N -1.235 -0.387 -0.026 -0.137
H -1.544 -2.469 -0.472 0.304
H 2.250 2.113 0.292 0.238
H 1.591 2.165 -1.236 0.235
H -0.707 -1.566 -1.746 0.336
H 0.921 0.701 2.254 0.366
C -0.822 -1.681 -0.662 -0.919
H -0.624 0.647 -1.791 0.449
N 1.757 1.596 -0.418 -0.550
C -0.777 -0.300 1.309 -0.750
H 0.176 -1.947 -0.284 0.335
```


Here is an isolated molecule of C5H8N2 in a non-equilibrium geometry from the OMol25 dataset. Energies are from wB97M-V/def2-TZVPD.

Summary:
Frontier orbital gap, eV: 11.11
Energy relative to the best compared isomer or geometry (same formula, charge and spin), kcal per mole: 35.3
Energy, a.u.: -304.7793
LUMO, eV: 0.8

XYZ file:
```
15
Properties=species:S:1:pos:R:3:mulliken_charge:R:1
H -0.252 0.216 -1.624 0.431
H 2.699 -0.549 0.524 0.297
H -1.183 -1.767 0.600 0.216
C 1.208 1.602 0.457 -0.017
H 2.236 -0.498 -1.053 0.273
H -1.854 -1.616 -1.094 0.263
H -1.759 0.646 1.059 0.233
N 1.919 -0.694 -0.109 -0.591
C -1.383 -1.117 -0.250 -0.582
C -0.405 -0.021 -0.573 -0.078
N 1.544 2.521 1.074 -0.509
H 0.596 -0.003 1.310 0.153
C -1.740 0.317 0.021 -0.604
H -2.456 0.822 -0.617 0.265
C 0.828 0.173 0.263 0.251
```


Here is a cluster of 2 separate species, C5H8N2 in total from the OMol25 dataset. Energies are from wB97M-V/def2-TZVPD.

Summary:
Frontier orbital gap, eV: 8.22
Energy relative to the best compared isomer or geometry (same formula, charge and spin), kcal per mole: 79.8
Energy, a.u.: -304.7083
LUMO, eV: 0.0

XYZ file:
```
15
Properties=species:S:1:pos:R:3:mulliken_charge:R:1
H 3.061 -0.690 0.408 0.242
C 0.844 0.078 1.427 -0.848
H -2.952 0.456 0.379 0.256
H 0.345 0.846 -1.879 0.371
C 0.323 0.657 -0.814 -0.410
C 1.314 0.219 0.001 0.785
H 2.831 -0.358 -1.242 0.233
H -1.077 0.390 2.090 0.185
H -0.380 -1.996 0.394 0.004
N 2.612 -0.114 -0.288 -0.525
H -2.457 0.619 -1.403 0.270
C -2.171 0.620 -0.356 -0.855
N -0.426 0.445 1.319 0.188
H -0.982 -1.861 -0.029 0.012
C -0.885 0.690 -0.009 0.090
```


Here is an isolated molecule of C5H8N2 in a non-equilibrium geometry from the OMol25 dataset. Energies are from wB97M-V/def2-TZVPD.

Summary:
Frontier orbital gap, eV: 8.13
Energy relative to the best compared isomer or geometry (same formula, charge and spin), kcal per mole: 76.0
Energy, a.u.: -304.7144
LUMO, eV: 0.7

XYZ file:
```
15
Properties=species:S:1:pos:R:3:mulliken_charge:R:1
H 1.748 1.410 -0.952 0.344
C 0.146 -0.617 1.065 0.374
C 1.063 0.875 -0.312 -0.376
N -0.889 0.276 0.584 -0.176
C 0.509 -1.969 0.142 -1.181
H -0.531 2.599 -1.640 0.251
N -1.028 2.143 -0.887 -0.512
H -1.864 0.289 0.841 0.189
H 0.945 -2.731 0.790 0.304
H -1.975 1.906 -1.156 0.237
C 1.438 -0.130 0.614 -0.964
H -0.485 -2.257 -0.162 0.406
H 1.131 -1.948 -0.765 0.304
H -0.068 -1.003 2.063 0.417
C -0.300 1.149 -0.268 0.383
```


Here is a cluster of 3 separate species, C5H8N2 in total from the OMol25 dataset. Energies are from wB97M-V/def2-TZVPD.

Summary:
Frontier orbital gap, eV: 7.88
Energy relative to the best compared isomer or geometry (same formula, charge and spin), kcal per mole: 170.8
Energy, a.u.: -304.5633
LUMO, eV: -0.4

XYZ file:
```
15
Properties=species:S:1:pos:R:3:mulliken_charge:R:1
C -1.084 0.030 0.850 0.194
N 0.039 -0.821 0.750 -0.662
H 2.178 -1.693 -0.198 0.317
H 2.578 -0.121 -0.990 0.316
C -0.665 1.346 0.656 -0.309
H -0.324 0.647 -1.200 0.204
H 2.947 -0.367 0.727 0.316
H -2.183 -1.516 -0.239 0.311
C 2.247 -0.612 -0.074 -0.868
H -2.826 0.190 -0.430 0.327
H -1.351 2.182 0.581 0.396
C 0.603 1.337 0.035 -0.699
H -1.096 -0.069 -1.202 -0.023
N 0.936 -0.077 0.257 0.744
C -1.995 -0.450 -0.135 -0.565
```


Here is an isolated molecule of C5H8N2 in a non-equilibrium geometry from the OMol25 dataset. Energies are from wB97M-V/def2-TZVPD.

Summary:
Frontier orbital gap, eV: 9.93
Energy relative to the best compared isomer or geometry (same formula, charge and spin), kcal per mole: 40.6
Energy, a.u.: -304.7709
LUMO, eV: 1.0

XYZ file:
```
15
Properties=species:S:1:pos:R:3:mulliken_charge:R:1
H 0.946 2.283 0.898 0.437
C 2.347 -0.160 -0.254 -1.146
H -1.868 -1.342 -0.634 0.285
H 2.436 -0.232 -1.349 0.245
H -0.191 -1.699 0.300 0.390
C 0.951 0.189 0.143 0.298
H -2.656 0.059 -1.217 0.287
C -2.419 -0.429 -0.271 -0.682
H 2.639 -1.129 0.161 0.308
H 3.045 0.605 0.092 0.326
H -3.312 -0.397 0.378 0.241
N -0.937 1.372 0.679 -0.921
C 0.391 1.409 0.587 -0.338
C -0.131 -0.638 0.117 -0.355
N -1.241 0.109 0.371 0.624
```